(1)
The following is a quantum chemistry calculation of a single C5H12O2 molecule, from the Open Molecules 2025 dataset.

Last column: Löwdin charge in e.
Positions of all 19 atoms, in Å:
C  2.2981  0.4612  1.1101  -0.101
C  0.9743  0.7336  0.3996  -0.211
C  0.1893  -0.5481  0.1564  -0.380
O  0.1519  -1.2846  1.3682  -0.028
C  -1.2478  -0.3353  -0.3180  -0.405
C  -1.4517  0.7068  -1.4073  -0.045
O  -1.6642  -1.6324  -0.7437  -0.038
H  2.1149  0.0146  2.0909  0.072
H  2.9130  -0.2407  0.5331  0.079
H  2.8691  1.3865  1.2412  0.071
H  0.3667  1.4329  0.9897  0.121
H  1.1582  1.2118  -0.5715  0.113
H  0.7083  -1.1375  -0.6189  0.158
H  -0.4082  -2.0542  1.1956  0.095
H  -1.8199  -0.0369  0.5751  0.152
H  -0.8297  0.5027  -2.2853  0.090
H  -2.5035  0.7146  -1.7222  0.081
H  -1.2144  1.7091  -1.0345  0.080
H  -2.6043  -1.6040  -0.9584  0.096

Summary:
HOMO	-0.371	Eh
electronic energy	-348.1842	Ha
relative energy (zero: lowest compared OMol25 entry of this formula, charge and spin)	12.9	kcal per mole
Kohn-Sham gap	10.933	eV

---

(2)
The following is a quantum chemistry calculation of 2 unconnected molecules or ions with the total composition C5H12O2, from the Open Molecules 2025 dataset.

Last column: Löwdin charge in e.
Positions of all 19 atoms, in Å:
C  -0.7109  -2.0964  1.3729  -0.089
C  -2.3588  -0.8647  0.3238  -0.070
O  -1.5623  -0.1840  -0.4439  -0.122
C  -0.5138  0.4230  0.2084  -0.190
C  0.4248  1.0572  -0.7944  -0.226
O  1.7001  1.1865  -0.2137  -0.185
C  2.6355  1.6867  -1.1325  -0.128
H  -0.0682  -2.0826  2.2662  0.036
H  -0.2337  -2.7299  0.6181  0.039
H  -1.6337  -2.5896  1.6831  0.015
H  -2.6351  -0.4447  1.2885  0.100
H  -3.0514  -1.5156  -0.2010  0.105
H  -0.8603  1.0965  1.0026  0.128
H  -0.3726  -0.8739  0.9702  0.069
H  0.4652  0.4149  -1.6899  0.127
H  0.0792  2.0548  -1.1322  0.126
H  2.3526  2.6831  -1.5104  0.088
H  2.7479  1.0145  -1.9986  0.089
H  3.5956  1.7643  -0.6173  0.088

Summary:
HOMO	-0.286	Eh
electronic energy	-347.9854	Ha
relative energy (zero: lowest compared OMol25 entry of this formula, charge and spin)	137.7	kcal per mole
Kohn-Sham gap	8.473	eV

---

(3)
The following is a quantum chemistry calculation of 2 unconnected molecules or ions with the total composition C5H12O2, from the Open Molecules 2025 dataset.

Last column: Löwdin charge in e.
Positions of all 19 atoms, in Å:
C  -1.5967  -0.5931  1.6990  -0.057
O  -0.4282  -0.6032  1.1162  -0.101
C  -0.1493  -0.3506  -0.1226  -0.203
C  -0.9782  2.4459  0.5517  -0.040
C  1.2770  -0.2383  -0.5360  -0.156
C  1.6585  -1.3560  -1.5109  -0.280
O  1.5348  -2.6250  -0.9114  -0.064
H  -2.4856  -0.4998  1.0839  0.080
H  -1.2468  1.5839  1.1751  -0.013
H  -1.5944  -0.8907  2.7346  0.067
H  -0.9826  -0.1356  -0.7897  0.135
H  -1.1754  3.3499  1.1300  0.025
H  -1.5877  2.4520  -0.3565  0.032
H  0.0791  2.4153  0.2761  0.021
H  1.9126  -0.2987  0.3545  0.129
H  1.4610  0.7394  -1.0098  0.113
H  1.0301  -1.2768  -2.4142  0.117
H  2.7019  -1.2570  -1.8242  0.118
H  0.6621  -2.6460  -0.4925  0.079

Summary:
HOMO (alpha / beta)	-0.270 / -0.278	Eh
electronic energy	-348.0431	Ha
relative energy (zero: lowest compared OMol25 entry of this formula, charge and spin)	101.5	kcal per mole
Kohn-Sham gap (alpha / beta)	7.942 / 8.164	eV

---

(4)
The following is a quantum chemistry calculation of a molecular structure, C5H12O2, from the Open Molecules 2025 dataset.

Last column: Löwdin charge in e.
Positions of all 19 atoms, in Å:
C  2.6752  -0.4842  0.5454  -0.108
C  1.5150  0.1238  -0.2356  -0.225
C  0.1940  -0.6099  0.0022  -0.429
O  -0.1654  -0.6046  1.3803  -0.045
C  -0.9291  -0.0303  -0.8419  -0.201
C  -2.2666  -0.2644  -0.4406  -0.012
O  -2.4174  1.4071  0.3787  -0.155
H  3.5972  0.0902  0.4069  0.069
H  2.4396  -0.5116  1.6136  0.070
H  2.8692  -1.5141  0.2222  0.075
H  1.7339  0.1173  -1.3123  0.113
H  1.3762  1.1786  0.0442  0.115
H  0.3499  -1.6760  -0.2215  0.147
H  -0.4435  0.2976  1.6006  0.091
H  -0.7362  0.0990  -1.9067  0.110
H  -1.3912  1.2073  -0.2612  0.125
H  -2.4737  -0.8370  0.4586  0.102
H  -3.0812  -0.2011  -1.1580  0.100
H  -3.0309  2.0222  -0.0605  0.060

Summary:
HOMO	-0.314	Eh
electronic energy	-348.0687	Ha
relative energy (zero: lowest compared OMol25 entry of this formula, charge and spin)	85.4	kcal per mole
Kohn-Sham gap	9.416	eV

---

(5)
The following is a quantum chemistry calculation of 2 unconnected molecules or ions with the total composition C5H12O2 at a distorted geometry, from the Open Molecules 2025 dataset.

Last column: Löwdin charge in e.
Positions of all 19 atoms, in Å:
C  -0.9171  1.1920  -0.7702  -0.256
O  -1.3072  0.1171  -1.5976  -0.071
C  -1.1569  0.9178  0.7413  -0.190
C  -1.0055  -0.5563  1.2018  -0.200
C  0.3786  -1.1718  0.9173  -0.189
C  1.5262  -0.5417  1.1449  -0.039
H  0.1655  1.2981  -0.8496  0.092
H  -1.4074  2.1114  -1.0443  0.106
H  -2.0640  -0.3700  -1.2524  0.079
H  -2.1960  1.2213  0.9522  0.108
H  -0.4415  1.5184  1.3069  0.099
H  -1.1489  -0.5873  2.2896  0.111
H  -1.8096  -1.0591  0.6316  0.094
H  0.3642  -2.2435  0.7325  0.092
H  2.3455  -1.2783  1.2841  0.078
H  1.5675  0.5024  1.4726  0.077
H  1.4306  -0.0806  -1.5555  0.025
H  2.7521  -0.7151  -1.6565  0.055
O  2.3056  -0.0240  -1.1508  -0.073

Summary:
HOMO	-0.327	Eh
electronic energy	-348.1190	Ha
relative energy (zero: lowest compared OMol25 entry of this formula, charge and spin)	53.9	kcal per mole
Kohn-Sham gap	9.753	eV

---

(6)
The following is a quantum chemistry calculation of a single C5H12O2 molecule, from the Open Molecules 2025 dataset.

Last column: Löwdin charge in e.
Positions of all 19 atoms, in Å:
C  2.2616  0.0732  1.2714  -0.105
C  0.8011  0.5399  1.2290  -0.193
C  0.2789  0.2616  -0.1851  -0.363
O  0.6060  -1.0948  -0.4717  -0.077
C  -1.2143  0.4375  -0.5121  -0.364
C  -1.4861  -0.4439  -1.7660  -0.043
O  -1.9410  0.0458  0.6488  -0.038
H  2.3152  -0.9834  0.9996  0.068
H  2.8589  0.6169  0.5281  0.078
H  2.7226  0.2063  2.2528  0.069
H  0.1948  -0.0309  1.9435  0.111
H  0.7170  1.5960  1.5132  0.116
H  0.8336  0.8842  -0.8999  0.152
H  -0.0367  -1.5945  0.0554  0.105
H  -1.4385  1.4993  -0.7309  0.146
H  -1.2285  -1.5013  -1.6322  0.078
H  -2.5260  -0.4016  -2.0940  0.074
H  -0.8368  -0.1174  -2.5896  0.090
H  -2.8819  0.0071  0.4398  0.096

Summary:
HOMO	-0.372	Eh
electronic energy	-348.1674	Ha
relative energy (zero: lowest compared OMol25 entry of this formula, charge and spin)	23.5	kcal per mole
Kohn-Sham gap	10.916	eV